The following is a DFT calculation (ωB97M-V/def2-TZVPD) of a structure of composition C22H42AsBN2O3S2ScSi at a distorted geometry.

Values from the calculation:
**Charge**: +1
**LUMO**: -2.80 eV
**Orbital gap**: 5.7375 eV
**Electronic energy**: -144379.132 eV
**Energy above the lowest of the compared OMol25 structures with the same formula, charge and spin**: 0.000 eV
**Highest occupied orbital energy**: -0.3137 hartree

Geometry as XYZ:
```
75
C22H42AsBN2O3S2ScSi ωB97M-V/def2-TZVPD
Sc -0.2165 0.4070 0.5232
C -2.3613 2.8410 -2.9282
As -1.1718 3.6808 -1.4957
C 0.5283 3.5361 -2.3605
C -1.4069 5.5809 -0.9933
S -1.0657 2.7299 0.5303
H -2.4401 3.6721 -3.6785
H -3.2587 2.3592 -2.6197
H -1.8132 2.0174 -3.3954
H 1.2686 4.2536 -1.9709
H 0.3134 3.7194 -3.3973
H 0.8708 2.5305 -2.2564
H -2.4068 5.6398 -0.4648
H -1.3704 6.2251 -1.9385
H -0.5395 5.8086 -0.3143
C 0.9941 2.3967 3.8229
Si -0.3009 1.1144 3.4833
C -2.0404 1.9877 3.6127
C -0.1987 -0.3969 4.7410
H 1.0202 3.1142 2.9609
H 1.9810 2.0557 4.1148
H 0.5181 2.9231 4.6306
H -2.0112 3.0615 3.4830
H -2.5013 1.9261 4.6452
H -2.7799 1.5762 2.8747
H 0.6546 -0.2352 5.3363
H -0.1395 -1.3581 4.2215
H -1.0990 -0.3885 5.4365
C 1.4296 -2.1502 -1.6036
C 0.4836 -2.8866 -0.6397
S 0.5172 -2.4179 1.0863
O 1.4959 0.5787 -0.3224
C 2.0745 -3.0125 1.8612
C 3.1813 -3.5420 0.9996
H 0.9081 -1.5690 -2.3497
H 1.9302 -2.8224 -2.3567
H 2.1362 -1.4765 -1.1913
H 0.8737 -3.9810 -0.6293
H -0.5915 -2.8943 -0.8403
H 1.9012 -3.7832 2.6517
H 2.5127 -2.1276 2.3471
H 3.1224 -3.2401 -0.0619
H 3.2711 -4.6059 1.1652
H 4.1446 -3.0990 1.3495
N -1.6150 -0.3204 -0.7384
C -2.4000 -1.1327 -1.0570
N -3.4573 -1.8327 -1.3935
C -4.8662 -1.2683 -1.5591
C -5.8209 -1.9390 -0.4541
C -5.7366 -3.4440 -0.6197
C -4.2912 -4.0483 -0.6415
C -3.3513 -3.3271 -1.5582
H -5.1228 -1.4752 -2.6342
H -4.8374 -0.2349 -1.3292
H -6.8201 -1.5394 -0.5792
H -5.5114 -1.6929 0.5396
H -6.3209 -3.7473 -1.4710
H -6.2439 -3.9085 0.2550
H -4.3471 -5.0878 -1.0308
H -3.8948 -4.0269 0.3440
H -3.6799 -3.6126 -2.5900
H -2.3217 -3.6480 -1.4598
O 3.6573 -0.0808 -1.1056
B 2.7209 0.8241 -0.6959
O 3.2456 2.0991 -0.5310
C 4.5610 1.9391 -0.7659
C 5.6571 2.6395 -0.4922
C 6.8876 2.0106 -0.3481
C 7.1304 0.7491 -0.8409
C 6.0524 0.1046 -1.3709
C 4.8500 0.6009 -1.0656
H 5.5805 3.7344 -0.4456
H 7.7040 2.5186 0.0881
H 8.1355 0.3510 -0.8718
H 6.0381 -0.9532 -1.6468
```